Record 1
ORCA calculation (ωB97M-V/def2-TZVPD) on a molecular structure, C27H42N2O2RuSSi.

Structure (XYZ):
```
76
Properties=species:S:1:pos:R:3:forces:R:3
Ru 0.0430 0.3153 -0.1931 1.56 1.66 -0.19
S 0.9702 -1.3268 3.9399 0.00 -0.01 -0.04
Si -1.0515 0.0282 -2.5546 -0.60 -1.03 -0.05
O 1.8925 -0.4565 -0.8989 -0.75 0.29 0.11
O -0.1932 2.3879 0.2876 0.07 -0.07 -0.01
N 0.7777 0.0335 1.7840 -0.66 -0.39 -0.66
N -0.5139 4.5333 0.9292 0.05 -0.03 -0.01
C -1.4762 4.1621 1.9677 -0.01 0.01 -0.02
C 3.2586 1.9623 4.4955 0.01 0.00 0.01
C -1.7958 -3.9230 1.2624 -0.05 -0.09 0.04
C -0.4393 -1.9700 1.5642 0.01 0.18 -0.12
C -0.6506 -1.5392 0.2326 -0.33 -0.50 -0.43
C -0.1938 -0.5535 -5.1116 -0.02 0.10 0.00
C -3.0215 1.4661 -1.1293 0.01 -0.06 0.06
C -1.0016 -3.1335 2.0736 -0.02 -0.04 -0.02
C 3.8602 0.0085 -2.2520 0.18 0.09 0.02
C -3.2292 1.2064 -3.6150 0.04 -0.04 -0.06
C 1.6243 0.7747 2.5965 0.16 0.29 0.02
C -3.8526 -0.6696 -2.0730 0.03 -0.07 0.11
C 2.6482 0.7650 4.8083 0.03 0.04 0.00
C 0.0523 3.6131 0.1890 -0.03 -0.01 0.09
C -0.5701 -1.3130 -3.8149 0.20 0.03 -0.09
C 3.1671 0.2527 -0.9394 -0.21 -0.23 0.19
C 0.6782 -2.1027 -3.3830 0.03 0.04 0.05
C -0.0024 1.5944 -2.7230 0.15 -0.06 1.02
C -2.8651 0.4785 -2.2954 -0.05 0.20 0.02
C -2.0212 -3.5391 -0.0501 -0.01 -0.06 0.03
C -0.2230 5.9542 0.6839 -0.04 0.00 0.01
C 0.3890 -1.0794 2.3494 0.01 -0.16 0.17
C -1.6960 -2.2952 -4.1793 -0.03 0.09 0.00
C 3.0681 2.5595 3.2438 0.01 0.00 0.02
C -1.4534 -2.3740 -0.5493 0.26 0.06 0.24
C 2.2564 1.9801 2.2906 0.01 0.02 -0.01
C 1.8351 0.1782 3.8444 -0.07 -0.05 -0.10
H -1.4092 4.8833 2.7772 0.00 0.00 0.00
H -2.4907 4.1641 1.5685 0.00 0.00 0.01
H -0.9744 0.1323 -5.4513 -0.01 -0.03 -0.01
H -3.7246 -1.1304 -1.0910 0.00 0.04 -0.08
H -2.5503 -1.7880 -4.6293 0.01 0.00 0.00
H -1.3075 -2.9912 -4.9258 0.01 0.00 0.00
H -4.8653 -0.2617 -2.1102 -0.01 0.01 -0.01
H -0.0402 -1.2856 -5.9067 0.01 0.00 0.00
H 0.9362 -2.8118 -4.1732 -0.02 0.01 -0.02
H -1.6391 -2.1422 -1.5855 -0.01 0.02 -0.11
H -2.5989 2.0771 -3.8160 0.00 -0.03 0.01
H -4.0737 1.7505 -1.0450 0.00 0.01 -0.02
H -0.6651 6.2850 -0.2541 0.00 0.01 0.00
H 2.1194 2.4443 1.3239 0.02 -0.04 0.03
H -3.7882 -1.4465 -2.8306 -0.01 -0.01 -0.02
H -0.6554 6.5369 1.4907 0.01 0.00 0.02
H 0.7360 0.0078 -5.0039 -0.01 -0.02 -0.01
H 0.5189 -2.6827 -2.4712 -0.04 0.01 0.03
H -2.6349 -4.1577 -0.6933 0.00 0.02 0.00
H 0.1435 1.7218 -3.8006 -0.05 -0.28 0.02
H 4.1002 -1.0477 -2.3846 -0.03 0.00 -0.01
H 0.8513 6.1257 0.6748 0.00 0.00 -0.05
H 4.8041 0.5557 -2.2556 -0.01 -0.02 -0.05
H 3.7540 -0.0776 -0.0821 0.06 0.06 -0.03
H 3.2619 0.3523 -3.0966 0.00 -0.01 0.02
H -2.2329 -4.8328 1.6504 0.00 0.01 -0.01
H -3.1887 0.5402 -4.4796 0.00 0.01 0.00
H -0.5517 2.4510 -2.3416 0.04 0.06 -0.03
H -2.0581 -2.8935 -3.3445 0.04 -0.01 0.02
H -4.2585 1.5658 -3.5384 0.00 0.01 0.02
H 0.7797 3.9783 -0.5435 0.01 0.03 0.01
H -2.7486 1.0104 -0.1702 0.02 -0.02 0.02
H 3.8983 2.4418 5.2237 -0.01 -0.01 -0.01
H 1.5431 -1.4458 -3.2514 -0.09 -0.04 -0.02
H 0.9994 1.5789 -2.2778 -0.03 0.09 -0.10
H 3.5719 3.4908 3.0222 0.00 0.00 0.00
H -2.4449 2.3827 -1.2541 0.02 0.01 -0.02
H 1.9716 -1.3951 -1.0915 0.09 -0.14 0.03
H -0.8309 -3.4221 3.1042 0.03 0.02 0.00
H 2.8969 1.2972 -0.7911 0.05 0.03 -0.02
H -1.2348 3.1722 2.3442 -0.02 -0.01 -0.02
H 2.8042 0.2939 5.7694 -0.01 0.00 -0.01
```
Positions in Å, forces in eV/Å.

## Properties
Total charge: +2
Frontier orbital gap (alpha / beta) in eV: 6.25 / 6.18
HOMO level (alpha / beta) in eV: -13.7 / -13.7

---

Record 2
ORCA calculation (ωB97M-V/def2-TZVPD) on a gas-phase ion, C15H25N2O3 (charge +1).

Structure (XYZ):
```
45
Properties=species:S:1:pos:R:3:forces:R:3
O 1.0670 -2.6382 0.6022 -2.85 -3.40 1.15
O 0.0298 -0.6955 1.4624 1.10 -4.62 -0.70
O 0.5730 1.3132 -0.0570 -1.18 -3.63 -0.62
N 0.9297 -1.5126 0.9078 0.87 5.44 -0.13
N -2.1597 0.0854 0.2299 -3.40 -2.07 -4.72
C -1.4065 -1.4484 -2.1750 0.99 -2.90 -5.00
C -3.6784 -1.8204 0.8581 6.18 8.16 4.24
C 5.7663 -0.9792 0.1053 -6.60 -5.69 16.58
C -2.1219 -2.2839 -1.2198 -0.12 3.52 6.53
C 1.7362 0.6718 0.1743 3.55 -0.01 -2.06
C 2.0057 -0.7562 0.4342 -0.87 6.47 0.21
C -3.0435 -1.1269 -0.3779 3.51 -3.73 4.37
C 3.3354 -1.1521 0.4604 -1.04 -3.90 1.11
C 0.3025 2.7116 -0.4760 -4.89 -3.93 16.23
C 4.3783 -0.4679 -0.0389 0.59 2.54 1.44
C -1.7584 2.3681 1.0295 -9.85 -3.94 12.54
C 4.2114 1.0049 -0.3064 -8.00 -11.69 3.00
C -1.3180 2.9036 -0.0276 7.17 5.53 -13.41
C -2.9366 1.1144 0.9395 4.52 1.96 -2.29
C 2.9728 1.4174 -0.2092 -4.05 -1.39 0.92
H 0.7823 2.8714 -1.2194 4.96 2.84 -9.79
H -2.0181 -0.9074 -2.8723 -0.85 0.37 -0.16
H -1.1431 1.8735 1.6777 2.28 -0.80 1.77
H 5.8389 -2.1671 0.4489 -0.26 3.21 -1.31
H -2.8043 -2.1877 1.6391 -2.31 1.09 -1.83
H -0.5955 -0.8114 -1.9870 1.01 0.94 1.77
H 0.8212 2.9284 0.5496 -0.50 2.43 -2.25
H -3.7925 -0.9253 -1.0080 -2.54 2.25 -2.50
H 6.1281 -0.7835 -0.6330 8.45 3.20 -15.03
H -4.2069 -2.5429 0.6531 -5.09 -7.79 -2.56
H 3.4027 -2.2055 1.0036 0.53 2.14 -1.57
H -2.8785 -3.0348 -1.2670 -0.21 -0.58 -1.71
H -1.3339 4.0028 -0.1860 -0.76 -0.61 0.33
H 6.2784 -0.4129 0.9466 -0.48 -0.64 -0.98
H -3.6150 1.3345 0.1907 -2.05 1.13 -0.88
H -0.8531 -2.1250 -2.9136 -0.62 0.55 0.68
H -2.4171 3.1073 1.7319 1.86 -1.35 -1.47
H -3.3628 0.7712 1.8293 -0.23 -0.32 1.40
H -1.7358 2.4405 -0.9013 -0.90 0.26 -1.02
H 2.7859 2.3464 -0.5479 -0.69 3.39 -0.69
H -1.4595 -2.6546 -0.3627 -0.45 0.23 -1.38
H -4.4457 -1.1173 1.3684 1.54 -0.90 -0.43
H -1.7555 0.4090 -0.6865 0.01 0.37 1.53
H 4.9504 1.4649 -0.4909 9.70 6.70 -2.78
H -1.4559 -0.3836 0.7210 1.94 -0.82 1.49
```
Positions in Å, forces in eV/Å.

## Properties
Total charge: +1
Frontier orbital gap in eV: 7.53
HOMO level in eV: -11.2
SMILES: CC[C@@H](C)[NH2+]CCCCOc1ccc(C)cc1[N+](=O)[O-]

---

Record 3
ORCA calculation (ωB97M-V/def2-TZVPD) on a molecular structure, C15H52BNO22.

Structure (XYZ):
```
91
Properties=species:S:1:pos:R:3:forces:R:3
O -0.6808 -2.1053 -1.3111 0.08 0.84 -4.20
O 2.4119 -3.7704 3.7539 2.69 2.61 -0.76
O 1.6429 -5.7994 2.1834 4.91 1.04 -2.05
O 0.7958 1.4328 -7.0537 -0.31 -0.66 -1.04
O -0.7725 0.2262 -1.5252 -0.25 -0.73 -0.31
O -0.7173 2.0314 -2.7937 -0.71 -0.09 -0.97
O -3.4278 2.4509 -4.6817 -3.99 2.84 -2.17
O -0.6312 -4.0829 -3.9430 0.52 -0.17 -4.30
O -4.1324 0.9465 -2.1702 0.47 0.02 -0.76
O -1.2240 -3.5166 0.2974 2.52 2.35 -1.80
O 0.5213 4.6737 -3.6943 -2.07 2.15 0.74
O 1.1730 -2.2197 1.5107 -1.80 -0.14 -0.13
O 1.1242 0.3307 -4.3927 -0.50 1.25 -0.08
O 3.4320 -1.9516 -3.8895 -1.18 1.19 -3.67
O 1.0753 -0.8239 -2.5534 -1.06 -0.51 1.94
O -0.3485 -2.4254 3.6605 -0.80 -0.35 -1.46
O -2.9088 -3.5728 -2.8463 -0.75 -0.15 0.48
O 0.8481 -0.8044 -0.0557 -1.33 1.00 -2.63
O -2.6400 2.5901 -0.7754 3.35 -0.63 1.57
O -2.6273 -3.5852 2.5551 -3.74 0.11 0.86
O 3.8495 0.8071 -5.0308 1.21 -0.78 0.17
O 0.3238 -2.0927 -5.9441 -1.25 0.74 2.50
N 0.8772 1.8919 2.8646 1.17 2.09 6.60
C 1.8898 1.5173 3.9862 5.10 -0.38 -4.53
C 3.6967 -0.0665 5.0303 -1.44 3.70 -2.52
C 0.4923 4.1325 2.1338 -4.05 -2.91 -1.29
C 0.6515 0.1673 -3.3023 0.93 -2.24 -1.98
C -1.4117 1.1449 2.0063 -1.20 -1.52 0.62
C 0.4453 -1.8462 0.5931 5.66 -0.44 2.07
C 1.5960 2.0845 1.6505 4.10 2.31 -2.01
C -0.4909 0.8539 -2.6374 1.06 2.47 2.07
C -2.4774 0.0004 2.1321 2.55 -1.89 4.21
C -0.5044 -2.5999 -0.2024 -5.04 -5.94 5.77
C -0.3082 0.9858 3.0396 -0.34 -0.14 -2.97
C 0.4548 3.3141 3.3680 -5.79 -1.33 -3.44
C 0.9730 3.2417 0.9616 -0.89 2.67 -1.93
C 2.6310 0.2036 3.8489 -1.95 1.03 4.71
C -3.8171 0.2814 1.6109 -0.40 0.61 -0.97
B 0.1440 -0.9477 -1.4044 0.73 2.88 -0.26
H 1.7915 1.2388 1.1054 -0.89 -2.53 -1.41
H -1.9872 2.0112 2.1946 -0.51 1.32 0.35
H -4.1840 1.2439 1.9755 -0.17 -0.18 0.02
H 0.9101 2.3669 -7.0138 0.19 1.05 0.07
H 1.9194 -4.9201 2.5068 -0.60 -0.72 0.12
H -0.5369 4.5315 2.0723 0.72 0.10 -0.96
H 1.1328 4.8559 2.1213 3.64 4.62 0.70
H -2.3575 -3.6631 1.6676 1.64 -0.33 -1.96
H 0.1055 -4.2714 -3.4436 2.03 -0.51 1.99
H 2.8101 2.3699 1.6340 -2.94 -0.39 1.74
H 1.9314 -0.5219 3.6167 -1.50 -2.36 0.88
H 0.1683 2.9990 0.2824 -0.47 -0.54 0.12
H 0.2624 3.7695 -3.5615 -0.24 -0.92 0.00
H -3.6197 -3.5414 2.3488 1.84 -0.01 1.28
H -2.8450 1.7472 -4.7277 1.78 -2.23 -0.90
H -2.0722 -1.1344 2.0493 -0.81 2.79 -0.22
H 3.8132 -1.0483 4.8304 1.39 -3.32 0.19
H 3.8818 -1.8991 -3.1144 1.87 -0.12 3.56
H -3.0705 -2.9001 -2.1632 0.02 -0.51 -0.25
H 0.8717 3.7444 4.1494 3.18 0.98 3.63
H 3.3591 0.1353 6.0275 -0.35 0.02 0.38
H 0.6025 -1.2699 -5.3937 -0.81 -2.36 -1.42
H -0.7121 3.4148 3.6996 2.68 -1.49 -0.63
H 4.0586 -0.1346 -4.8659 0.03 0.57 -0.26
H -1.1709 -2.9696 3.3350 2.27 1.54 0.62
H 2.1676 -3.4474 4.6322 -0.17 -0.06 -0.27
H 4.5799 0.5726 4.7708 -0.55 -0.86 0.48
H 0.2764 -2.2434 2.8721 -1.66 -1.25 1.78
H -2.5654 0.1469 3.2352 -0.32 -1.21 -0.08
H -1.1631 1.2048 1.0160 1.51 0.20 -2.55
H 2.9833 -2.7705 -3.9743 -0.53 -1.08 0.01
H 0.7961 1.1344 -6.1561 0.06 -0.26 0.84
H 1.5234 1.5427 4.8824 -3.10 0.50 4.92
H -2.6215 3.3733 -1.2528 -2.18 2.98 -1.94
H -4.5766 -0.4860 1.6726 0.05 -0.27 0.63
H -4.0333 2.5073 -5.5487 2.41 -0.63 2.99
H -0.4089 -2.5931 -5.4041 2.30 1.34 -1.16
H 3.0789 0.1851 2.9921 3.61 0.37 -5.04
H -1.3957 -3.8569 -3.4913 -2.18 0.63 2.10
H -3.2607 -4.4256 -2.5270 0.18 0.75 -0.03
H -0.3362 5.1839 -3.4529 2.26 -1.28 -0.75
H -3.6449 0.3802 0.5823 -0.44 0.50 -1.95
H 3.1045 -3.0720 3.3923 -2.25 -2.21 1.18
H 0.1393 0.0504 2.9643 0.25 -2.02 -0.06
H -0.8062 1.0642 3.9678 0.36 0.55 1.42
H 1.5766 3.9661 0.2739 -0.23 -1.91 1.31
H -1.6390 2.6729 -0.8826 -1.00 -1.94 0.79
H -3.8493 1.3800 -3.0103 -0.62 -0.29 0.84
H -3.5175 1.3264 -1.5152 -0.38 -0.11 -0.43
H 2.9256 0.7911 -4.8350 -1.00 0.21 0.01
H 2.8493 2.1399 4.0078 -2.03 0.65 -0.47
H 0.8260 -5.9800 2.4765 -4.56 -0.71 1.72
```
Positions in Å, forces in eV/Å.

## Properties
Frontier orbital gap in eV: 8.85
HOMO level in eV: -9.8

---

Record 4
ORCA calculation (ωB97M-V/def2-TZVPD) on a molecular structure, ClH12NO4Zn.

Structure (XYZ):
```
19
Properties=species:S:1:pos:R:3:forces:R:3
Zn -2.7530 -21.6964 -8.2803 1.49 1.50 1.00
Cl -1.4023 -20.6598 -6.7000 -2.02 -1.40 -1.64
O 0.8187 -22.3488 -5.0343 -0.55 -0.31 0.27
O 1.6128 -21.0719 -8.1121 -0.31 -0.01 0.12
O -1.1615 -17.8638 -5.1673 -0.25 -0.25 -0.09
O -0.4113 -18.5698 -9.1407 -0.50 -0.42 -0.04
N -1.8723 -23.6645 -4.8029 -0.23 -0.42 0.13
H -1.4640 -23.9293 -3.8974 -0.03 0.24 0.05
H -1.4072 -24.2544 -5.4989 0.28 0.29 -0.04
H -1.1759 -18.4823 -8.5627 0.07 0.40 -0.02
H 0.9725 -20.8406 -7.4275 0.44 -0.05 -0.26
H -2.8694 -23.8969 -4.8122 0.02 -0.01 0.30
H -1.5504 -17.1481 -5.6876 0.13 0.03 0.15
H -0.9053 -18.5335 -5.8086 0.25 0.49 -0.01
H 1.2310 -21.8208 -8.5818 0.22 -0.01 -0.02
H 1.2673 -21.9782 -4.2595 0.12 -0.06 -0.17
H -1.7421 -22.6581 -4.9765 0.24 -0.41 0.10
H 0.1492 -21.7032 -5.2719 0.44 0.37 0.09
H -0.6171 -18.0038 -9.8978 0.20 0.03 0.06
```
Positions in Å, forces in eV/Å.

## Properties
Total charge: +2
Frontier orbital gap in eV: 3.60
HOMO level in eV: -16.8

---

Record 5
ORCA calculation (ωB97M-V/def2-TZVPD) on C2H4S2 in the gas phase.

Structure (XYZ):
```
8
Properties=species:S:1:pos:R:3:forces:R:3
S 1.9076 -0.9561 -0.6035 0.39 0.76 -1.82
S 1.3667 0.9187 0.3848 1.71 0.42 -0.31
C -1.0861 -0.0321 0.4092 -0.38 -0.52 -0.81
C -0.1456 1.0218 0.6836 -0.39 0.27 0.79
H -1.8758 0.4919 -0.1231 -0.37 -0.27 -0.52
H -0.5949 -0.8644 -0.2232 -1.20 0.80 1.23
H -1.6063 -0.2683 1.3514 0.39 -0.55 -0.30
H 2.0344 -0.3115 -1.8791 -0.16 -0.91 1.74
```
Positions in Å, forces in eV/Å.

## Properties
Frontier orbital gap in eV: 8.96
HOMO level in eV: -8.7

---

Record 6
ORCA calculation (ωB97M-V/def2-TZVPD) on C5H4N2 in the gas phase.

Structure (XYZ):
```
11
Properties=species:S:1:pos:R:3:forces:R:3
N 0.2654 -0.1530 2.2117 -0.05 -0.46 -0.06
N 1.1192 -0.9198 1.6910 -0.43 -0.02 0.39
C 1.0895 -0.7317 0.2428 0.30 0.06 0.12
C -1.2872 0.6269 -2.3193 0.27 -0.10 0.45
C -0.1310 0.0693 -0.0202 0.12 0.16 0.30
C -0.7396 0.3752 -1.2738 -0.10 0.18 -0.36
C -0.5423 0.4286 1.2166 -0.16 0.04 -0.23
H -1.7748 0.8618 -3.2430 0.14 -0.08 0.24
H -1.3614 1.0694 1.5109 0.04 -0.10 -0.08
H 1.9698 -0.0765 0.3976 0.10 0.32 -1.13
H 1.3924 -1.5500 -0.4142 -0.24 -0.01 0.37
```
Positions in Å, forces in eV/Å.

## Properties
Frontier orbital gap in eV: 9.34
HOMO level in eV: -9.5
SMILES: C#CC1=CN=NC1

---

no.,total energy (eV)
1,-57035.9537
2,-25061.1990
3,-63606.9847
4,-70795.0548
5,-23806.7204
6,-8226.0689